1.
Computed, not measured: C28H18BrI2N3O4RuS4 as an isolated structure in a non-equilibrium geometry, with ωB97M-V/def2-TZVPD.

Structure (XYZ):
```
61
Properties=species:S:1:pos:R:3:forces:R:3
Ru 0.41063 0.19499 0.19650 0.5 -2.3 0.8
O -3.55837 -3.99357 0.10164 0.0 0.0 0.0
C -3.95527 -2.95997 -0.70671 0.0 0.0 0.0
C -5.29326 -2.97050 -1.09587 0.0 0.0 0.0
C -5.78698 -1.95413 -1.89038 0.0 0.0 0.0
C -4.95592 -0.91353 -2.29760 0.0 0.0 0.0
C -3.62885 -0.92200 -1.91397 0.0 0.0 0.0
C -3.10292 -1.94718 -1.13232 -0.1 -0.1 -0.1
C -1.63846 -1.88479 -0.75557 0.3 0.3 0.2
O -1.36218 -0.76839 -0.08504 -0.7 0.1 -0.6
N -0.82061 -2.10841 -2.07800 -0.1 0.1 -0.1
N 0.37083 -1.55707 -2.28552 -0.2 -0.1 0.5
C 0.46130 -0.26212 -2.15098 0.0 0.1 -0.3
C 1.80365 0.34553 -2.23711 0.2 0.1 -0.2
Br 1.76447 2.24112 -2.17797 0.2 0.1 -0.5
C 2.92958 -0.37168 -2.21453 -0.1 -0.1 0.0
C 4.34356 -0.00150 -2.13696 0.0 0.0 0.1
C 5.18720 -0.92189 -1.50439 0.0 0.0 0.0
C 6.53684 -0.66480 -1.33809 0.0 0.0 0.0
C 7.08038 0.51757 -1.82168 0.0 0.0 0.0
C 6.26048 1.43001 -2.47053 0.0 0.0 0.0
C 4.90589 1.17867 -2.62732 0.0 0.0 -0.1
H -2.67523 -3.81406 0.44081 0.0 0.0 0.0
H -5.92556 -3.77801 -0.75000 0.0 0.0 0.0
H -6.82843 -1.96843 -2.18812 0.0 0.0 0.0
H -5.34489 -0.10382 -2.90104 0.0 0.0 0.0
H -2.96675 -0.11242 -2.20117 0.0 0.0 0.0
H -1.32395 -2.78843 -0.19747 0.0 -0.1 0.0
H -0.74997 -3.10746 -2.22023 0.1 0.0 0.0
H -0.42183 0.35937 -2.23739 0.0 0.1 0.2
H 2.74043 -1.43584 -2.09889 0.0 0.0 0.0
H 4.75947 -1.83793 -1.11205 0.0 0.0 0.0
H 7.16108 -1.38490 -0.82414 0.0 0.0 0.0
H 8.13536 0.72606 -1.69397 0.0 0.0 0.0
H 6.67734 2.35283 -2.85536 0.0 0.0 0.0
H 4.28710 1.89894 -3.14021 0.0 0.0 0.0
O 5.89668 -2.68875 3.34449 -0.1 0.0 -0.1
C 4.95890 -2.19742 2.77108 0.1 0.0 0.1
S 4.82882 -0.47207 2.38823 0.0 -0.1 0.0
C 3.26391 -0.56227 1.61083 -0.3 1.2 -0.3
C 2.67174 -1.76598 1.55227 -0.9 -0.6 -0.7
S 1.12863 -1.97590 0.74849 0.8 0.6 0.9
S 3.53893 -3.12129 2.23451 0.1 0.0 0.0
S 2.53735 0.90216 0.97407 0.2 -0.1 -0.3
I -2.51928 4.10228 -1.91726 0.0 0.0 0.0
C -1.94145 3.70115 0.03553 -0.1 0.2 0.2
C -2.29644 4.57835 1.07477 0.0 0.0 -0.1
C -1.94160 4.34016 2.37689 0.1 -0.1 -0.1
I -2.48415 5.72733 3.83494 0.0 0.1 0.1
C -1.20647 3.17214 2.71715 -0.1 0.0 0.1
C -0.77435 2.80465 4.01180 0.0 0.0 0.0
C -0.07247 1.64715 4.18925 0.0 0.0 0.0
C 0.22302 0.83105 3.08613 -0.3 -0.2 0.2
N -0.17889 1.13925 1.87278 -0.2 0.1 0.3
C -0.87420 2.29852 1.66938 0.1 0.0 -0.2
C -1.19964 2.55841 0.28935 0.1 -0.8 -0.1
O -0.81797 1.68234 -0.57718 0.2 1.4 0.3
H -2.86077 5.46764 0.82766 0.0 0.0 0.0
H -0.99384 3.45240 4.85005 0.0 0.0 0.0
H 0.27599 1.34886 5.16794 0.0 0.0 0.0
H 0.77959 -0.09066 3.19377 0.0 0.0 0.0
```
Forces are in eV/Å.

Summary:
Charge: -1
HOMO energy (spin up / spin down) in eV: -4.606 / -4.764
Orbital gap (spin up / spin down) in eV: 6.5 / 5.8
Spin multiplicity: 2
Relative energy (zero: lowest compared OMol25 entry of this formula, charge and spin) in kJ/mol: 44.53

---

2.
Computed, not measured: a 7-piece molecular cluster, C51H48BCl2NO2S overall in a non-equilibrium geometry, with ωB97M-V/def2-TZVPD.

Structure (XYZ):
```
106
Properties=species:S:1:pos:R:3:forces:R:3
C -0.54295 -2.69921 3.22393 1.3 0.4 1.4
C -0.40740 -1.13740 3.50919 -0.1 0.7 -2.3
Cl -0.32456 -0.59521 5.24616 -0.2 -0.7 -2.2
C -0.32383 -0.21432 2.44362 0.0 -0.5 2.6
Cl -0.12311 1.56864 2.90761 -0.2 -2.0 -0.9
N -0.35119 -0.49511 1.00456 -0.3 -2.2 0.6
C 0.88530 -1.08981 0.48268 4.9 -0.4 -1.2
C 2.14118 -0.13722 0.42929 0.7 -3.6 -1.2
C 3.52132 -0.67201 -0.07777 -3.4 -2.0 0.3
C 3.67936 -2.14592 -0.55027 -3.2 1.0 1.3
C 2.48173 -3.11930 -0.49015 -0.1 4.3 1.0
C 1.12171 -2.54227 0.01716 1.3 1.2 0.0
S -0.29674 -3.76313 0.03314 -0.1 2.4 -0.1
C -1.76574 -2.60315 0.06707 -1.5 1.3 -0.1
C -3.10397 -3.22390 -0.42180 -0.7 3.5 0.6
C -4.38239 -2.35437 -0.48460 3.7 1.5 1.3
C -4.26093 -0.87444 -0.04306 2.6 -2.1 0.0
C -2.90366 -0.24662 0.45273 -0.4 -3.4 -1.4
B -2.96962 1.33706 0.82821 0.5 0.9 0.8
O -3.39498 1.68502 2.19304 -0.6 -1.0 -2.9
O -2.60139 2.34325 -0.12121 -1.6 -1.3 2.2
C -1.59073 -1.11806 0.53033 -4.8 -1.4 -1.5
H 0.39671 -3.00754 2.62276 -1.8 0.5 0.7
H -0.41970 -3.23321 4.24339 -0.5 0.8 -1.7
H -1.51901 -3.00592 2.72327 1.4 0.6 0.6
H 2.05280 0.94741 0.77998 0.0 -1.8 -0.6
H 4.39928 0.04876 -0.08402 -1.3 -1.2 -0.1
H 4.67988 -2.51592 -0.94139 -1.5 0.6 0.6
H 2.58040 -4.21844 -0.80038 -0.3 2.0 0.5
H -3.20466 -4.31036 -0.78733 0.6 1.9 0.8
H -5.37276 -2.78518 -0.87300 1.8 0.8 0.7
H -5.20231 -0.22155 -0.12260 1.7 -1.0 0.2
H -4.09148 1.02465 2.44200 1.1 0.7 0.0
H -3.05261 3.17894 0.13883 0.8 -0.5 -0.2
C 5.30776 -7.82947 -0.59500 0.1 0.1 0.0
C 4.51340 -6.95085 0.13529 0.0 0.0 0.0
C 4.96506 -5.66259 0.40413 0.1 -0.1 0.0
C 6.21401 -5.25344 -0.05395 0.0 -0.1 0.0
C 7.01231 -6.13492 -0.77633 -0.1 0.0 0.0
C 6.55908 -7.42227 -1.04842 -0.1 0.1 0.1
H 4.95248 -8.83161 -0.81008 0.0 0.1 0.0
H 3.54031 -7.27004 0.49495 0.1 0.0 0.0
H 4.34349 -4.97672 0.97088 0.1 0.0 0.0
H 6.56536 -4.24801 0.15337 0.0 -0.1 0.0
H 7.98883 -5.81814 -1.12861 -0.1 0.0 0.0
H 7.18071 -8.10863 -1.61367 -0.1 0.1 0.0
C 11.66222 -2.05979 -3.06616 -0.1 -0.1 0.0
C 12.46221 -3.19354 -3.16941 -0.1 0.0 0.0
C 11.91320 -4.45481 -2.96068 -0.1 0.1 0.0
C 10.56401 -4.58250 -2.64420 0.0 0.1 0.0
C 9.76583 -3.44781 -2.53187 0.1 0.0 0.0
C 10.31419 -2.18680 -2.74431 0.1 -0.1 0.0
H 12.08915 -1.07705 -3.23552 0.0 -0.1 0.0
H 13.51477 -3.09405 -3.41367 -0.1 0.0 0.0
H 12.53659 -5.33879 -3.04462 -0.1 0.1 0.0
H 10.13519 -5.56607 -2.48394 0.0 0.1 0.0
H 8.71475 -3.54643 -2.27921 0.1 0.0 0.0
H 9.69145 -1.30251 -2.65904 0.0 -0.1 0.0
C -2.59049 8.20878 0.11224 -0.1 -0.1 0.0
C -3.37364 8.04874 -1.02709 0.0 0.0 0.0
C -4.25473 6.97635 -1.12160 0.1 0.0 0.0
C -4.34997 6.06055 -0.07782 0.1 0.1 0.0
C -3.56021 6.21529 1.05767 0.0 0.0 0.0
C -2.68161 7.29010 1.15362 0.0 0.0 -0.1
H -1.90845 9.04883 0.18828 0.0 -0.1 0.0
H -3.29752 8.76145 -1.84206 0.0 0.0 0.1
H -4.86767 6.85365 -2.00857 0.0 0.0 0.1
H -5.03899 5.22521 -0.15002 0.0 0.1 0.0
H -3.63007 5.49765 1.86954 0.0 0.1 0.0
H -2.06767 7.41206 2.03966 -0.1 0.0 -0.1
C 1.23484 -6.40224 3.62637 0.0 -0.1 0.0
C 0.28628 -7.12879 4.33932 0.1 0.0 0.0
C 0.57931 -8.41733 4.77521 0.1 0.0 -0.1
C 1.82034 -8.98149 4.49422 0.0 0.1 0.0
C 2.76561 -8.25832 3.77326 0.0 0.0 0.0
C 2.47394 -6.96850 3.34070 -0.1 0.0 0.0
H 1.00859 -5.39494 3.29224 0.0 -0.1 0.0
H -0.68232 -6.69001 4.55625 0.1 0.0 0.0
H -0.15929 -8.98239 5.33404 0.1 0.0 0.0
H 2.04993 -9.98498 4.83610 0.0 0.1 0.0
H 3.73125 -8.70008 3.54886 -0.1 0.0 0.0
H 3.21180 -6.40373 2.78062 0.0 0.0 0.1
C -5.00914 12.22775 -5.55913 0.0 -0.1 0.0
C -5.96216 11.51390 -4.83926 0.1 0.0 0.0
C -5.68401 10.22099 -4.40696 0.1 0.0 0.0
C -4.45345 9.63977 -4.69843 0.0 0.1 0.0
C -3.50383 10.35022 -5.42619 0.0 0.0 0.0
C -3.78058 11.64452 -5.85531 -0.1 0.0 0.1
H -5.22378 13.23820 -5.89032 0.0 -0.1 0.0
H -6.92257 11.96605 -4.61417 0.1 0.0 0.0
H -6.42609 9.66582 -3.84271 0.1 0.0 0.0
H -4.23527 8.63252 -4.35929 0.0 0.1 0.0
H -2.54649 9.89498 -5.65857 -0.1 0.0 0.0
H -3.03926 12.19925 -6.42075 -0.1 0.0 0.0
C -9.53520 3.12434 1.82280 0.1 0.0 0.0
C -8.60940 4.16084 1.75478 0.0 -0.1 0.0
C -7.25485 3.87608 1.61573 0.0 0.0 0.0
C -6.82394 2.55519 1.54886 -0.1 0.0 0.0
C -7.74906 1.51818 1.62575 0.0 0.1 0.0
C -9.10454 1.80230 1.76124 0.0 0.1 0.0
H -10.59210 3.34636 1.92457 0.1 0.0 0.0
H -8.94409 5.19160 1.80935 0.0 -0.1 0.0
H -6.53286 4.68402 1.55943 -0.1 0.0 0.0
H -5.76794 2.33328 1.43796 -0.1 0.1 0.0
H -7.41330 0.48679 1.57928 0.0 0.1 0.0
H -9.82570 0.99383 1.81896 0.1 0.1 0.0
```
Forces are in eV/Å.

Summary:
HOMO energy in eV: -7.976
Orbital gap in eV: 8.0
Spin multiplicity: 1
Structure (SMILES): C/C(Cl)=C(/Cl)N1c2ccccc2Sc2cccc(B(O)O)c21.c1ccccc1.c1ccccc1.c1ccccc1.c1ccccc1.c1ccccc1.c1ccccc1